# 1
C6H11NO in the gas phase at a distorted geometry. Source: the OMol25 dataset; level of theory: ωB97M-V/def2-TZVPD.

Structure (XYZ):
```
19
Properties=species:S:1:pos:R:3:forces:R:3
C -1.0926 -0.8428 -1.7872 0.3 -0.7 0.4
C 0.1978 -0.2238 -1.3463 0.1 1.9 -0.1
C 0.3988 0.5002 -0.2140 1.0 -0.9 -1.1
C 1.5029 1.5010 -0.0307 0.1 0.0 -0.2
C -0.3324 0.0472 0.9556 -0.9 -1.6 0.4
N -1.4814 0.7353 1.3615 0.0 -0.5 -0.2
C -0.0334 -1.2101 1.3960 -0.5 1.5 1.3
O 1.2183 -1.7826 1.4215 0.0 -0.3 -0.9
H -0.9111 -1.8186 -2.2401 -0.1 -0.1 0.0
H -1.5671 -0.2261 -2.5544 0.1 0.1 0.0
H -1.7847 -0.9533 -0.9562 -0.1 -0.1 0.0
H 0.9040 -0.0876 -2.1641 0.1 0.2 0.0
H 2.1883 1.4903 -0.8781 0.0 0.0 0.0
H 1.0859 2.5084 0.0431 0.0 0.0 0.0
H 2.0673 1.3120 0.8830 0.0 0.0 0.0
H -1.6091 1.6692 1.0014 -0.1 -0.3 0.4
H -1.8326 0.4763 2.2712 0.0 0.6 -0.1
H -0.6704 -1.7177 2.1116 -0.1 0.1 0.1
H 1.7514 -1.3771 0.7262 0.0 0.0 -0.1
```
Forces are in eV/Å.

## Properties
ΔE to the lowest compared entry with this formula, charge and spin: 2.3633 eV
E: -365.144617 a.u.
largest force on an atom: 2.01 eV/Å
SMILES: C/C=C(C)\C(N)=C/O

=====

# 2
2 unconnected molecules or ions with the total composition C6H11NO at a distorted geometry. Source: the OMol25 dataset; level of theory: ωB97M-V/def2-TZVPD.

Structure (XYZ):
```
19
Properties=species:S:1:pos:R:3:forces:R:3
C 1.3055 0.1832 1.2058 0.1 -0.7 0.3
C -0.4790 1.4574 1.3194 -0.8 0.1 0.0
C 2.5009 -0.1582 2.0094 -0.1 -0.3 0.0
O 0.1738 0.4227 1.8634 0.7 0.9 -0.6
H 1.3110 0.2929 0.1297 -0.1 0.3 0.1
H 0.0408 2.2260 0.7688 0.3 -0.3 0.1
H -1.5548 1.4525 1.3670 0.0 -0.3 0.1
H 3.1340 -0.8739 1.4820 0.0 0.1 0.0
H 3.1173 0.7218 2.2323 0.0 0.0 0.0
H 2.2063 -0.5998 2.9649 0.0 0.1 0.0
C -0.7311 -0.0650 -2.1756 0.2 -0.2 -0.5
C -1.3528 -0.8445 -1.1128 -0.3 -0.4 0.1
C -2.6110 -1.2752 -1.1851 0.2 0.3 0.1
N 0.5120 0.1955 -2.1532 -0.1 0.2 0.2
H 0.8204 0.7157 -2.9731 -0.2 -0.1 0.0
H -1.3825 0.1729 -3.0279 0.0 0.2 0.1
H -0.7031 -1.1397 -0.2979 0.0 0.1 0.1
H -3.2572 -1.0025 -2.0105 0.0 0.0 -0.1
H -3.0505 -1.8819 -0.4067 0.0 -0.1 0.0
```
Forces are in eV/Å.

## Properties
ΔE to the lowest compared entry with this formula, charge and spin: 5.7365 eV
E: -365.020654 a.u.
largest force on an atom: 1.31 eV/Å

=====

# 3
A molecular structure, C6H11NO at a distorted geometry. Source: the OMol25 dataset; level of theory: ωB97M-V/def2-TZVPD.

Structure (XYZ):
```
19
Properties=species:S:1:pos:R:3:forces:R:3
C 0.4607 0.6000 -0.4174 -2.9 0.6 -0.3
C 0.9568 1.9735 -0.0679 1.0 -0.1 0.4
C -0.2612 -1.9596 -0.6054 0.1 0.2 -0.2
C 0.0630 -0.8007 0.2932 1.8 0.4 0.4
N -2.2291 0.2050 0.0405 0.7 -0.1 0.1
C 1.5103 -0.6097 0.7260 -0.8 -3.3 0.8
C -0.9153 0.2415 0.5520 1.2 0.3 -1.2
O 2.4176 -1.3541 0.3063 -0.9 1.4 0.2
H 0.3310 0.4869 -1.4893 -0.2 -0.2 0.0
H -2.8594 0.9196 0.3831 0.0 -0.7 -0.4
H -2.5376 -0.6495 -0.4043 -0.3 0.5 0.3
H 1.6054 -0.0763 1.6898 0.2 0.7 -0.6
H -0.8165 0.8184 1.4665 0.1 0.0 0.0
H 1.0536 2.1259 1.0089 0.0 0.1 -0.1
H 0.3065 2.7557 -0.4731 -0.1 -0.2 0.0
H 1.9444 2.1050 -0.5201 0.0 0.2 0.2
H -1.0382 -2.5664 -0.1304 0.1 0.0 0.0
H -0.6264 -1.6511 -1.5911 0.0 0.1 0.1
H 0.6345 -2.5639 -0.7675 -0.1 0.1 0.2
```
Forces are in eV/Å.

## Properties
ΔE to the lowest compared entry with this formula, charge and spin: 3.7232 eV
E: -365.094641 a.u.
largest force on an atom: 3.45 eV/Å

=====

# 4
2 unconnected molecules or ions with the total composition C6H11NO at a distorted geometry. Source: the OMol25 dataset; level of theory: ωB97M-V/def2-TZVPD.

Structure (XYZ):
```
19
Properties=species:S:1:pos:R:3:forces:R:3
C 2.4070 -0.8317 0.8308 -1.4 2.0 1.7
C 1.4750 -0.7371 -0.4075 -0.8 1.1 4.5
C 0.5325 0.3784 -0.2209 -2.0 1.6 0.4
C 0.4654 1.5792 -0.9810 -2.9 1.2 1.5
C -0.5981 2.4063 -0.4974 1.8 -0.2 0.1
N -1.1333 1.7355 0.6333 0.8 -0.1 -1.6
C -0.4916 0.4864 0.7280 -1.0 0.1 0.3
H 3.2769 -0.1801 0.8356 -0.1 0.6 -0.7
H 1.9315 -0.5650 1.8731 0.3 -0.7 -2.2
H 2.8610 -1.7408 0.9353 0.8 -2.8 0.2
H 1.9825 -0.5448 -1.2297 2.9 1.0 -3.8
H 0.9241 -1.5724 -0.6689 -1.0 -2.3 0.2
H 0.8828 1.8624 -1.9036 1.2 0.0 -0.8
H -0.6880 3.5044 -0.8720 -0.5 -2.3 1.3
H -1.9240 2.0094 1.2244 0.7 -0.1 -0.7
H -1.0208 -0.2836 1.3568 1.2 0.9 -0.5
O -3.3643 -2.7644 -0.4656 2.2 0.0 0.7
H -4.2293 -2.9250 -0.7331 -2.4 -0.5 -0.7
H -3.2892 -1.8171 -0.4378 0.2 0.6 0.0
```
Forces are in eV/Å.

## Properties
ΔE to the lowest compared entry with this formula, charge and spin: 2.1633 eV
E: -365.151966 a.u.
largest force on an atom: 4.86 eV/Å
SMILES: CCc1cc[nH]c1.O

=====

# 5
2 unconnected molecules or ions with the total composition C6H11NO. Source: the OMol25 dataset; level of theory: ωB97M-V/def2-TZVPD.

Structure (XYZ):
```
19
Properties=species:S:1:pos:R:3:forces:R:3
H 0.8285 -1.9578 -0.6729 0.3 -0.2 0.0
N 0.5544 -1.0519 -0.3163 -0.3 0.0 -0.1
C 1.4472 -0.4614 0.3623 0.3 -0.4 -0.2
C 2.8133 -1.0126 0.6702 0.0 -0.1 -0.2
C 1.1776 0.8577 0.9281 0.1 0.4 0.3
C 0.0950 1.5466 0.6864 0.0 0.1 0.1
C -0.9777 2.2246 0.4523 -0.1 0.2 -0.1
H 2.9786 -1.9608 0.1573 0.0 0.1 0.1
H 3.5838 -0.3013 0.3628 0.0 0.0 0.1
H 2.9113 -1.1694 1.7472 0.0 0.0 0.0
H 1.9361 1.2622 1.5884 -0.1 0.1 0.1
H -1.8671 2.0922 1.0419 -0.2 -0.1 0.2
H -1.0331 2.9345 -0.3573 0.1 0.1 -0.2
C -2.6473 -0.4315 -1.3670 0.1 -0.1 -0.1
O -2.2202 -0.6965 -0.0614 -0.1 -0.1 0.5
H -2.1878 0.4794 -1.7652 0.0 0.1 -0.1
H -3.7243 -0.2938 -1.3295 -0.1 0.0 -0.1
H -2.4175 -1.2621 -2.0485 -0.1 0.1 0.0
H -1.2507 -0.7980 -0.0788 0.0 0.0 -0.1
```
Forces are in eV/Å.

## Properties
ΔE to the lowest compared entry with this formula, charge and spin: 2.7332 eV
E: -365.131024 a.u.
largest force on an atom: 0.52 eV/Å
SMILES: [H]/N=C(\C)C=C=C.CO

=====

# 6
A molecular structure, C6H11NO at a distorted geometry. Source: the OMol25 dataset; level of theory: ωB97M-V/def2-TZVPD.

Structure (XYZ):
```
19
Properties=species:S:1:pos:R:3:forces:R:3
C -0.7969 0.6182 0.1145 0.8 -0.6 0.6
C 0.2649 1.4204 -0.5400 1.8 3.1 2.5
C 1.6483 0.7899 -0.0271 -1.7 -0.7 0.1
C 1.5993 -0.9231 -0.0056 0.5 1.8 3.2
C -0.4581 -0.5423 -0.6268 -3.2 -5.0 -0.5
C -1.9183 -0.1295 -0.6016 0.0 1.2 -1.5
H -1.1647 -0.8790 1.5642 1.8 4.8 0.4
H -1.4097 1.1441 1.9196 2.6 -3.8 -0.5
H 0.3133 2.4955 -0.2062 -0.2 -0.5 -1.0
H 0.0630 1.1938 -1.5632 0.6 1.7 -0.9
H 2.0139 1.3692 0.8932 -1.3 -1.7 -0.4
H 2.4895 1.0371 -0.6152 0.7 0.1 -1.7
H 2.1264 -0.8245 1.2316 -1.3 -2.0 -4.1
H 2.0516 -1.3347 -1.0103 -0.4 0.6 2.6
H -0.0997 -0.3031 -1.5808 0.9 -1.1 -1.2
H -2.4378 0.2691 -1.5170 1.0 -0.4 0.8
H -2.6394 -0.5420 0.0442 -0.5 -0.6 0.9
N -0.6449 0.2782 1.5139 -5.0 0.5 1.8
O 0.1465 -1.6218 0.0452 2.9 2.6 -1.0
```
Forces are in eV/Å.

## Properties
ΔE to the lowest compared entry with this formula, charge and spin: 8.4080 eV
E: -364.922478 a.u.
largest force on an atom: 5.97 eV/Å

=====

# 7
C6H11NO in the gas phase at a distorted geometry. Source: the OMol25 dataset; level of theory: ωB97M-V/def2-TZVPD.

Structure (XYZ):
```
19
Properties=species:S:1:pos:R:3:forces:R:3
H -2.0265 -0.1802 -0.9459 -0.2 -0.8 1.1
N -1.8519 0.4905 -0.1947 2.8 1.4 -1.3
C -0.5631 0.6359 0.0395 -2.1 0.9 3.2
C -0.1637 1.9817 0.6861 -0.7 -0.2 -0.1
O -1.0772 2.2732 1.7273 -0.5 0.1 -0.3
C 0.4746 -0.4418 0.2264 -1.0 0.5 -4.8
C 0.0884 -1.4631 1.2547 -0.4 -0.4 0.4
C 0.3630 -0.8424 -1.3490 2.4 -1.9 1.3
C 1.4242 -0.8646 -2.1691 -0.6 -0.1 0.6
H -0.2011 2.7551 -0.0860 0.1 0.1 -0.1
H 0.8401 1.9657 1.1148 -0.1 -0.1 0.0
H -1.9537 2.0632 1.3436 0.4 0.1 0.3
H 1.4733 -0.0276 0.3912 -0.2 0.0 -0.1
H 0.1477 -0.9991 2.2489 0.1 -0.2 -0.2
H -0.9572 -1.7798 1.1492 0.3 0.0 -0.2
H 0.7392 -2.3416 1.2192 -0.1 0.1 0.0
H -0.5304 -1.3636 -1.6790 -0.1 0.1 0.3
H 2.3682 -0.4030 -1.9000 0.0 -0.2 0.1
H 1.4061 -1.4586 -3.0772 -0.2 0.6 -0.3
```
Forces are in eV/Å.

## Properties
ΔE to the lowest compared entry with this formula, charge and spin: 3.1992 eV
E: -365.113898 a.u.
largest force on an atom: 4.95 eV/Å
SMILES: [H]/N=C(/CO)[C@@H](C)C=C

=====

# 8
C6H11NO2 in the gas phase. Source: the OMol25 dataset; level of theory: ωB97M-V/def2-TZVPD.

Structure (XYZ):
```
20
Properties=species:S:1:pos:R:3:forces:R:3
C -2.1865 1.5949 0.2425 0.0 0.0 0.2
O -1.4360 0.7141 -0.5653 0.5 -0.5 -0.3
N -0.7228 -0.2202 0.2277 -0.3 0.3 0.4
C -0.8591 -1.6231 -0.1817 -0.5 -0.1 -0.1
C 0.6553 -1.7947 -0.0213 0.0 0.0 0.2
C 0.7307 -0.2666 0.0363 0.2 0.2 0.0
C 1.4226 0.5383 -1.0687 -0.2 0.0 -0.3
O 2.2655 1.1833 -0.1119 0.5 0.4 -0.1
C 1.6411 0.5164 0.9857 -0.2 -0.2 0.1
H -2.7145 2.2431 -0.4540 0.0 0.0 0.0
H -1.5367 2.1935 0.8865 0.0 0.0 0.0
H -2.9041 1.0479 0.8600 0.0 0.0 0.0
H -1.2019 -1.7315 -1.2130 0.0 0.0 0.0
H -1.5058 -2.1906 0.4886 0.0 -0.1 -0.1
H 0.9441 -2.2679 0.9137 0.0 0.0 0.0
H 1.1769 -2.2602 -0.8532 0.0 0.0 0.0
H 1.9940 -0.0476 -1.7936 0.0 0.0 0.0
H 0.7690 1.2448 -1.5869 0.0 0.0 0.0
H 1.1177 1.2107 1.6482 0.0 0.0 0.0
H 2.3507 -0.0846 1.5604 0.0 0.0 0.0
```
Forces are in eV/Å.

## Properties
ΔE to the lowest compared entry with this formula, charge and spin: 4.5960 eV
E: -440.318340 a.u.
largest force on an atom: 0.76 eV/Å
SMILES: CON1CCC12COC2

=====

# 9
C6H11NO2 in the gas phase at a distorted geometry. Source: the OMol25 dataset; level of theory: ωB97M-V/def2-TZVPD.

Structure (XYZ):
```
20
Properties=species:S:1:pos:R:3:forces:R:3
C -2.0367 -1.5566 -1.1952 0.4 0.1 -0.1
C -1.1107 -1.0065 -0.4003 -0.6 -1.2 -0.5
O -1.1733 -1.0919 0.9734 0.1 0.1 -0.3
C 0.0552 -0.2919 -1.0485 -0.7 0.4 -1.7
O 0.4775 -0.6651 -2.1506 -0.6 0.4 2.2
C 0.5317 0.9944 -0.4139 1.4 -1.1 0.3
C -0.3875 1.7533 0.5270 -0.1 0.0 0.3
C 1.8810 0.4926 0.2921 0.3 1.6 0.0
N 1.8594 -0.5819 1.2752 -0.7 -0.3 -0.5
H -1.9505 -1.4888 -2.2764 0.1 0.0 0.3
H -2.8741 -2.1220 -0.8041 -0.1 0.1 0.1
H -1.9753 -1.5873 1.2127 0.4 0.3 -0.1
H 0.7761 1.6671 -1.2468 0.3 -0.3 0.1
H -1.3621 1.9333 0.0617 0.1 0.0 0.1
H 0.0613 2.7232 0.7731 -0.1 -0.1 -0.2
H -0.5454 1.2445 1.4812 -0.1 0.0 -0.2
H 2.2783 1.3713 0.8139 0.0 0.1 -0.1
H 2.6200 0.2490 -0.4787 -0.3 0.0 0.0
H 0.9909 -0.5550 1.8098 0.3 -0.1 -0.1
H 1.8844 -1.4817 0.7946 -0.1 0.2 0.3
```
Forces are in eV/Å.

## Properties
ΔE to the lowest compared entry with this formula, charge and spin: 1.9544 eV
E: -440.415415 a.u.
largest force on an atom: 2.37 eV/Å
SMILES: C=C(O)C(=O)[C@@H](C)CN

=====

# 10
C6H11NO2 in the gas phase at a distorted geometry. Source: the OMol25 dataset; level of theory: ωB97M-V/def2-TZVPD.

Structure (XYZ):
```
20
Properties=species:S:1:pos:R:3:forces:R:3
C -0.7268 0.7187 -1.5673 -0.7 -0.4 -3.1
C -0.3895 -0.0284 -0.3167 0.9 2.9 0.9
N 0.2571 0.9532 0.6167 1.6 -0.1 0.7
C -0.2858 1.8666 1.6435 -2.1 -4.7 -1.6
C 1.4238 0.2252 0.7390 -0.5 0.6 0.2
O 2.3789 0.4030 1.4577 -0.3 -0.4 -0.5
C 0.8471 -0.8656 -0.2212 1.8 -1.3 -0.8
C 0.7611 -2.1908 0.5461 2.3 -0.1 2.4
O 1.5454 -1.0589 -1.4451 0.0 -0.1 -0.1
H 0.2422 1.2202 -2.0977 -2.4 -1.3 1.4
H -1.5145 1.5285 -1.4047 1.2 -1.1 -0.1
H -1.2479 -0.0638 -2.2951 1.1 1.7 1.0
H -1.1300 -0.5523 0.1925 -2.2 -0.6 0.4
H -0.6675 2.7124 1.2121 -1.2 2.1 -1.0
H -1.0802 1.1898 2.0639 0.2 1.3 0.2
H 0.3813 2.1016 2.3741 2.2 0.4 1.8
H 0.3190 -3.0761 0.0903 -0.9 0.6 -0.2
H 0.4092 -1.9641 1.6735 0.6 -0.8 -2.6
H 1.8700 -2.5832 0.6043 -1.9 1.1 0.3
H 1.0062 -0.8085 -2.2147 0.2 -0.1 0.6
```
Forces are in eV/Å.

## Properties
ΔE to the lowest compared entry with this formula, charge and spin: 2.6100 eV
E: -440.391321 a.u.
largest force on an atom: 5.38 eV/Å
SMILES: C[C@@H]1N(C)C(=O)[C@]1(C)O

=====

# 11
A molecular structure, C6H11NO2P at a distorted geometry. Source: the OMol25 dataset; level of theory: ωB97M-V/def2-TZVPD.

Structure (XYZ):
```
21
Properties=species:S:1:pos:R:3:forces:R:3
C 0.4759 -1.9800 -0.4513 3.8 -2.5 1.6
C -1.7271 -1.3359 1.2302 1.3 -1.2 -1.3
C -0.6755 -1.3275 -0.7008 -4.8 2.7 2.0
C 2.6530 0.5281 -0.0604 1.4 -0.3 2.6
C -1.9855 1.5202 -1.1909 -1.0 -1.8 0.2
C 1.4925 0.9367 0.8111 0.8 -1.0 0.6
N 1.3502 -2.6863 -0.1557 -0.7 1.0 -0.4
O -1.3570 0.0384 1.3046 -1.1 0.2 -0.3
O 0.3414 1.2701 -0.0871 1.0 0.7 0.9
P -0.9449 0.4569 -0.1872 1.0 -1.9 -0.2
H -2.8273 -1.6360 1.3119 1.5 0.9 -0.6
H -1.0497 -1.9742 1.8672 -0.7 0.8 -0.8
H -1.1391 -1.7101 -1.5847 -0.7 0.1 -0.5
H 2.4838 -0.1491 -0.8237 -1.2 -1.3 -1.5
H 3.0472 1.4044 -0.5122 1.1 0.6 -0.2
H 3.3725 -0.1116 0.5991 -0.8 1.8 -1.0
H -3.0467 1.1762 -0.9799 0.9 1.5 0.3
H -1.9517 1.1510 -2.2214 0.7 0.3 -0.1
H -1.5711 2.5470 -1.0779 -1.1 -0.6 0.0
H 1.7664 1.8366 1.4397 -0.8 -1.0 -0.9
H 1.2925 0.0451 1.4693 -0.6 1.2 -0.5
```
Forces are in eV/Å.

## Properties
ΔE to the lowest compared entry with this formula, charge and spin: 1.7939 eV
E: -781.456534 a.u.
largest force on an atom: 5.87 eV/Å
total charge: +1

=====

# 12
C6H11NO2S2 in the gas phase at a distorted geometry. Source: the OMol25 dataset; level of theory: ωB97M-V/def2-TZVPD.

Structure (XYZ):
```
22
Properties=species:S:1:pos:R:3:forces:R:3
C -1.7930 -0.1914 -3.1708 -0.3 -0.4 1.5
S -0.6863 0.9255 -2.2905 2.3 2.7 -2.1
O -1.2182 2.2940 -2.3361 -0.4 -1.8 0.8
O 0.6411 0.8749 -2.9564 -1.8 -1.1 1.5
C -0.5608 0.3253 -0.5792 -0.6 0.2 0.0
C 0.4569 1.0603 0.2585 1.0 -0.1 0.3
C 0.6577 0.4354 1.6845 -0.1 0.9 -1.1
C 1.5330 -0.8013 1.6046 -0.3 0.1 1.6
N 1.7321 -1.3403 2.9800 -0.5 -0.8 0.6
C 1.1456 -1.9259 3.8575 0.0 1.0 -2.1
S 0.2323 -2.6614 4.9205 0.5 0.1 0.1
H -1.8849 0.1711 -4.1807 0.3 0.2 -0.3
H -1.4290 -1.2369 -3.1110 -0.1 0.7 -0.1
H -2.7785 -0.1104 -2.6825 0.3 -0.1 -0.2
H -0.3476 -0.7179 -0.6633 0.3 -0.8 -0.1
H -1.5128 0.4272 -0.0560 -0.3 0.0 -0.5
H 1.4248 1.0707 -0.2715 -0.3 0.2 0.2
H 0.1055 2.0752 0.3903 0.1 0.3 -0.1
H 1.0886 1.2160 2.3357 0.0 -0.5 -0.2
H -0.3191 0.1835 2.0790 -0.2 -0.1 0.3
H 2.4932 -0.5211 1.1822 0.1 -0.3 0.0
H 1.0193 -1.5527 1.0051 0.3 -0.2 0.0
```
Forces are in eV/Å.

## Properties
ΔE to the lowest compared entry with this formula, charge and spin: 0.0000 eV
E: -1236.790176 a.u.
largest force on an atom: 4.06 eV/Å
SMILES: CS(=O)(=O)CCCCN=C=S

=====

| no. | LUMO energy (eV) |
| --- | --- |
| 1 | 0.919 |
| 2 | 0.538 |
| 3 | 0.790 |
| 4 | 0.786 |
| 5 | 0.720 |
| 6 | 0.902 |
| 7 | 0.680 |
| 8 | 1.018 |
| 9 | 0.402 |
| 10 | 0.679 |
| 11 | -5.068 |
| 12 | 0.332 |